(1)
The following is a DFT calculation (the ωB97M-V functional and the def2-TZVPD basis) of C30H63Cl10I2N5O4PSi as an isolated structure in a non-equilibrium geometry.

Last column: Löwdin charge in e.
Element x y z (Å)
I -0.978421 5.173856 -1.395491  0.85
I 1.306475 4.174277 1.100446  0.91
Cl 6.110511 4.539186 2.598682  0.55
Cl 7.407512 2.307334 4.831536  0.58
Cl -4.592246 6.675206 -2.063446  0.52
Cl -5.734708 1.147922 1.312111  0.58
Cl -8.285186 -1.037148 2.641213  0.54
Cl -2.600822 0.114652 2.044634  0.65
Cl 5.810971 0.703306 -3.384097  0.56
Cl -11.520853 -0.038722 2.424460  0.55
Cl -2.980421 5.239826 -4.715015  0.51
Cl 7.374610 -1.176110 -1.000920  0.54
P 1.292419 -0.822049 -4.141746  0.93
Si 3.435650 0.550926 4.461023  0.42
O -2.839538 -3.563907 -0.428474  -0.11
O 0.455225 -2.210903 0.079843  -0.09
O 2.006961 0.328983 3.591392  -0.20
O -2.535369 -6.280584 -0.744427  -0.14
N 0.117782 1.894203 -1.418665  0.20
N 0.701099 0.504570 -3.206230  -0.20
N 0.863580 -0.073657 -0.794731  0.11
N -1.245201 1.734277 -3.885036  0.05
N 0.524507 0.654480 0.349666  0.07
C 0.069538 1.830367 -0.105346  -0.38
C 1.348162 -1.429787 -0.639814  -0.15
C 0.196573 1.645465 -3.989204  -0.30
C -0.420691 2.963365 0.692199  -0.71
C 7.318091 -0.243730 -3.570531  -0.64
C 8.195630 2.950721 3.362727  -0.64
C -1.581689 3.695751 0.005134  -0.81
C -4.674221 4.978518 -4.209305  -0.65
C -10.233222 0.723982 3.390473  -0.67
C -5.042646 -0.453221 0.958449  -0.65
C 0.304817 -2.324527 -3.837180  -0.28
C 0.585966 0.740679 -1.865518  -0.26
C 7.819069 4.380238 3.086012  -0.65
C -1.657060 -3.278250 0.259093  -0.18
C -2.681277 -4.078369 -1.733801  -0.19
C 0.643191 0.220736 1.733525  -0.11
C -3.103391 -5.528261 -1.783069  -0.19
C -1.259655 -6.812850 -1.044356  -0.27
C -2.584838 2.758617 -0.635917  -0.17
C -5.299824 6.221885 -3.636087  -0.65
C 7.315229 -1.503516 -2.749509  -0.66
C 2.069833 0.025320 2.224572  -0.25
C 3.736325 2.374098 4.560852  -0.16
C 3.254510 -0.226467 6.133792  -0.14
C -8.892954 0.641059 2.710922  -0.68
C 3.038970 -1.156661 -3.751810  -0.30
C -0.929307 -2.073152 -0.286498  -0.15
C 4.869690 -0.256140 3.596824  -0.16
C -4.083920 -0.898558 2.026434  -0.59
C -0.562243 -7.185277 0.247388  -0.06
H 2.568528 -1.063034 6.130988  0.03
H 2.731722 0.684541 1.658278  0.12
H -4.561905 -0.399489 -0.014945  0.07
H -2.079246 4.243312 0.790590  0.07
H 5.126853 0.257929 2.682154  0.03
H 8.192583 -2.097929 -2.995340  0.08
H -5.870994 -1.157007 0.905719  0.05
H 0.185367 0.963712 2.369527  0.11
H -1.671161 1.132946 -4.575268  0.08
H -1.658840 -3.978860 -2.095952  0.10
H -4.524985 -0.842581 3.016615  0.08
H 0.585739 -2.973072 -3.014115  0.03
H -0.742444 2.687787 1.684964  0.06
H 0.659130 2.561099 -3.648596  0.11
H -0.719750 -1.999521 -3.700556  0.03
H -5.223189 4.671432 -5.096934  0.07
H -6.360104 6.045419 -3.468053  0.07
H 4.661288 -1.295205 3.365548  0.04
H -8.160059 1.220931 3.267271  0.06
H -4.179807 -5.602784 -1.708436  0.13
H 3.046477 2.836615 5.255459  0.04
H -1.192268 -6.932540 1.087990  0.08
H -2.302233 2.480305 -1.639708  0.03
H -3.539969 3.265573 -0.692532  0.07
H -0.666069 -6.090051 -1.602912  0.11
H 7.399164 -0.503646 -4.623687  0.08
H -10.505504 1.769269 3.521098  0.07
H -2.809903 -5.927273 -2.753399  0.13
H 5.718072 -0.231808 4.268435  0.02
H -1.310055 -1.180505 0.193810  0.06
H 8.146579 0.406643 -3.307033  0.07
H 1.551535 -1.851360 -1.609820  0.09
H 4.224555 -0.608670 6.430532  0.03
H -5.187020 7.067701 -4.307807  0.07
H -8.938885 1.017254 1.693590  0.06
H -0.330315 -8.239890 0.281076  0.07
H -1.376489 -7.690759 -1.676780  0.12
H 3.583560 2.809161 3.578031  0.00
H 0.374613 -6.654223 0.353272  0.07
H 7.976896 5.010025 3.956471  0.07
H -1.032184 -1.997286 -1.363998  0.11
H 0.525784 1.470305 -5.003595  0.09
H -0.976159 -4.126281 0.283403  0.13
H -4.682846 4.164571 -3.489560  0.06
H 3.149585 -2.235234 -3.675395  0.05
H 2.377048 -1.003021 2.064834  0.11
H -2.726404 1.873201 -0.021297  0.03
H -10.215267 0.239850 4.362421  0.07
H 2.949311 0.490195 6.884502  0.03
H 0.101490 -0.699059 1.883191  0.10
H 4.752496 2.599893 4.860777  -0.03
H -3.773014 -1.922956 1.833093  0.06
H 6.425278 -2.096521 -2.940532  0.06
H 3.668566 -0.805719 -4.550133  0.00
H -1.930017 -3.084412 1.288609  0.12
H -3.311020 -3.499997 -2.402440  0.13
H 9.268826 2.882178 3.528813  0.07
H 3.356063 -0.759023 -2.797439  0.01
H 8.421183 4.758279 2.262494  0.07
H 2.272283 -1.415728 -0.080457  0.14
H 7.926196 2.303217 2.533425  0.07
H -1.557374 2.679069 -4.058071  0.03
H 0.335518 -2.868933 -4.769366  0.04

Atomic forces in eV per Å
I -0.166 0.255 -0.345
I 0.207 -0.114 0.345
Cl -0.032 0.001 0.006
Cl 0.106 0.030 -0.030
Cl -0.003 -0.022 -0.040
Cl 0.071 0.128 -0.057
Cl 0.026 -0.053 -0.009
Cl -0.098 -0.042 0.202
Cl 0.187 0.042 0.050
Cl -0.003 -0.007 0.005
Cl -0.012 -0.041 -0.032
Cl -0.040 0.024 0.079
P -0.182 0.457 -2.067
Si 0.222 0.194 0.297
O -0.353 0.515 0.045
O -0.138 -0.176 0.085
O 0.453 -0.274 0.013
O -0.087 0.083 0.215
N -0.035 0.439 -0.174
N 0.344 -0.349 1.565
N 0.039 0.483 -0.030
N 0.166 -0.150 -0.022
N -0.343 0.651 -0.759
C 0.414 -0.628 -0.084
C -0.236 -0.204 0.350
C -0.449 0.196 -0.522
C 0.084 0.371 -0.025
C 0.053 0.063 -0.133
C 0.099 -0.102 0.018
C 0.220 0.058 0.201
C -0.036 -0.073 -0.032
C -0.053 0.019 0.022
C -0.092 -0.079 -0.073
C 0.120 0.268 0.691
C 0.087 -0.635 0.353
C 0.037 0.059 -0.022
C 0.152 -0.385 0.165
C 0.019 -0.078 0.060
C 0.319 -0.720 -0.050
C 0.111 -0.148 -0.136
C -0.044 -0.103 -0.001
C -0.284 0.109 0.034
C -0.060 0.058 0.030
C -0.029 -0.072 0.009
C -0.409 0.471 0.064
C -0.139 -0.226 -0.081
C 0.007 0.070 -0.157
C 0.035 0.077 0.016
C -0.562 -0.601 0.910
C 0.514 -0.012 0.131
C -0.487 -0.129 -0.061
C -0.075 -0.098 -0.011
C 0.212 0.009 -0.092
H -0.245 -0.193 0.027
H 0.233 0.171 0.041
H 0.038 0.016 -0.006
H -0.036 0.336 0.158
H 0.222 0.158 -0.333
H 0.035 0.019 0.001
H -0.032 0.010 0.051
H -0.062 0.381 -0.133
H -0.149 -0.011 -0.135
H 0.293 0.075 0.135
H -0.001 0.083 0.029
H 0.050 -0.219 0.136
H -0.135 -0.348 0.143
H -0.017 0.189 0.243
H -0.299 0.050 0.031
H -0.003 0.022 -0.029
H -0.019 -0.028 0.003
H 0.014 -0.297 -0.080
H 0.017 -0.018 0.037
H -0.280 -0.063 0.193
H -0.184 0.214 0.152
H -0.189 0.005 0.222
H 0.181 -0.254 -0.186
H -0.247 0.116 -0.003
H 0.095 0.223 -0.145
H -0.033 0.007 -0.033
H -0.004 0.023 -0.019
H -0.062 -0.156 -0.300
H 0.286 0.070 0.102
H -0.227 0.332 -0.218
H -0.012 0.029 0.065
H -0.032 0.185 -0.546
H 0.262 -0.091 0.127
H 0.046 0.031 0.000
H -0.010 -0.043 -0.048
H -0.027 -0.291 0.109
H -0.069 -0.133 -0.235
H -0.032 0.198 -0.205
H 0.232 0.179 0.100
H -0.050 0.003 0.038
H -0.056 0.000 -0.262
H 0.208 -0.143 -0.238
H 0.132 -0.273 -0.176
H 0.049 -0.001 0.047
H 0.069 -0.271 -0.084
H 0.208 -0.272 -0.015
H -0.029 -0.181 0.067
H -0.008 -0.044 0.012
H -0.207 0.136 0.209
H -0.317 -0.190 -0.083
H 0.144 0.055 0.109
H 0.043 0.013 -0.052
H -0.033 -0.011 -0.006
H 0.143 0.296 -0.146
H -0.133 -0.024 0.288
H -0.154 0.124 -0.234
H 0.009 0.023 0.022
H 0.255 0.272 0.158
H -0.001 -0.008 -0.027
H 0.300 0.005 0.176
H -0.052 -0.027 -0.008
H -0.082 0.201 0.049
H 0.102 -0.269 -0.211

Results
Lowest unoccupied orbital energy (eV): -2.632
Calculated total energy (Eh): -7583.602526
Frontier orbital gap (eV): 8.164
E_HOMO (eV): -10.8
Net charge: +1


(2)
The following is a DFT calculation (the ωB97M-V functional and the def2-TZVPD basis) of an isolated ion of composition C9H16N3O2 and charge +1 in a non-equilibrium geometry.

Last column: Löwdin charge in e.
Element x y z (Å)
O -3.001925 -0.678395 -0.096043  -0.05
O -1.289818 1.895703 1.403085  0.12
N -0.863517 1.267229 -0.774393  -0.02
N -2.173835 -0.011770 0.786731  0.03
N 0.048586 -1.751706 0.319038  0.08
C 2.675905 -0.224981 0.617111  -0.04
C 1.389639 0.319107 0.106789  -0.34
C 0.393998 -0.649349 -0.325981  -0.07
C 0.127886 2.350514 -0.776159  -0.07
C -1.448911 1.147924 0.485081  -0.51
C -0.875041 -2.809618 -0.014896  -0.03
C 1.742215 0.332150 1.569731  -0.01
C 1.419441 1.475714 -0.852273  -0.09
C -0.508372 -0.042829 -1.377361  -0.05
H -1.398131 -3.119206 0.953134  0.14
H -2.651758 0.032285 1.688819  0.17
H 3.568344 0.502809 0.338644  0.18
H -3.832974 -0.363248 -0.420611  0.11
H 1.466772 1.095726 -1.826388  0.10
H 2.778946 -1.226847 0.545182  0.08
H -1.642997 -2.521260 -0.603807  0.02
H 0.141051 2.846024 0.119063  0.08
H 0.466756 -1.948433 1.214932  0.15
H -1.465047 -0.687204 -1.590513  0.15
H -0.311677 -3.612170 -0.702891  0.16
H 1.258125 -0.381678 2.164492  0.11
H -0.264435 0.256674 -2.442640  0.17
H 2.246373 2.192222 -0.810327  0.14
H 2.115977 1.198103 1.942333  0.11
H -0.111589 3.116522 -1.639886  0.18

Atomic forces in eV per Å
O 1.567 -2.520 -1.016
O 0.443 1.117 0.772
N -1.987 -0.492 1.485
N -1.646 0.124 0.509
N 1.075 1.367 -0.667
C 2.959 3.673 -1.094
C -0.445 0.124 -0.697
C -1.059 -0.747 0.024
C 0.462 -1.652 -3.923
C -0.985 -0.600 -0.302
C 1.851 -2.769 0.591
C 0.014 -1.216 -1.088
C 0.199 3.092 0.369
C -2.779 -0.227 -2.264
H 1.226 -0.253 -1.408
H 0.505 0.432 -0.263
H -1.745 -2.161 0.601
H -0.829 1.863 0.480
H 0.404 -0.662 -1.403
H 0.838 -2.999 -0.261
H -2.313 1.501 -1.912
H -0.448 1.213 2.152
H 0.578 0.303 0.026
H 1.811 1.342 0.925
H -1.160 1.247 2.254
H -0.831 -0.299 1.128
H 0.879 -1.050 1.366
H 0.336 -0.607 0.626
H 0.146 2.566 1.503
H 0.936 -1.711 1.488

Results
SMILES: C/[NH+]=C1\CN(C(=O)NO)CCC12CC2
Lowest unoccupied orbital energy (eV): -4.093
Calculated total energy (Eh): -666.884488
Frontier orbital gap (eV): 9.166
E_HOMO (eV): -13.3
Net charge: +1
Energy above the lowest of the compared OMol25 structures with the same formula, charge and spin (kJ/mol): 514.01


Question: The highest E_HOMO belongs to which entry?
Answer: C30H63Cl10I2N5O4PSi